C6H18GdN3O3PS8Sb as an isolated structure, computed with wB97M-V/def2-TZVPD.

Each line ends with the Löwdin charge.
Positions of all 41 atoms, in Å:
Gd (-0.133, -0.577, 0.393)  0.89
S (-4.072, 1.823, -0.666)  -0.34
Sb (-3.443, 0.445, 1.048)  -0.17
S (-1.391, 1.234, 2.165)  -0.13
S (-2.641, -1.390, -0.270)  -0.10
S (-4.524, -0.649, 2.746)  -0.34
S (2.869, -0.727, 0.859)  -0.19
S (3.770, -1.511, -0.748)  -0.28
S (3.291, -3.501, -0.787)  -0.30
S (1.409, -3.553, -0.376)  -0.16
C (2.195, 3.571, -0.976)  -0.19
P (0.893, 2.862, 0.067)  0.58
C (1.746, 2.794, 1.718)  -0.19
C (-0.508, 3.968, 0.072)  -0.19
O (0.484, 1.476, -0.415)  -0.57
H (2.805, 4.356, -0.510)  0.04
H (1.752, 3.955, -1.925)  0.05
H (2.902, 2.746, -1.188)  0.06
H (2.242, 3.777, 1.996)  0.06
H (2.504, 1.963, 1.780)  0.02
H (0.985, 2.516, 2.396)  -0.04
H (-0.155, 4.964, 0.325)  0.05
H (-1.172, 3.577, 0.795)  -0.03
H (-1.008, 3.834, -0.934)  0.08
N (0.156, -4.171, 2.517)  0.15
C (-0.518, -3.064, 2.801)  -0.63
N (-1.568, -3.193, 3.621)  0.17
O (-0.304, -1.958, 2.219)  -0.25
H (-0.026, -5.030, 3.009)  0.10
H (0.854, -4.168, 1.771)  -0.02
H (-1.747, -4.084, 4.093)  0.10
H (-2.354, -2.534, 3.552)  0.07
C (0.220, -1.606, -4.040)  0.01
C (-0.541, -0.944, -2.917)  -0.52
N (-1.741, -0.314, -3.122)  0.15
O (0.053, -0.842, -1.821)  -0.24
H (0.524, -2.532, -3.572)  0.08
H (1.108, -1.066, -4.373)  0.09
H (-0.383, -1.778, -4.911)  0.06
H (-2.128, -0.309, -4.065)  0.10
H (-2.405, -0.363, -2.329)  -0.02

**Total charge**: -2
**E_tot**: -140479.71121 eV
**Largest force on an atom**: 3.13 eV/A
**Multiplicity**: 8

A 2-piece molecular cluster, C3H9N3 overall, computed with wB97M-V/def2-TZVPD.

Each line ends with the Löwdin charge.
Positions of all 15 atoms, in Å:
H (-4.012, 1.735, -2.095)  0.02
N (-3.315, 1.148, -2.548)  0.04
C (-2.461, 0.797, -1.653)  -0.40
N (-1.311, 0.191, -2.040)  0.05
H (-2.634, 0.921, -0.592)  0.11
H (-0.960, -0.576, -1.486)  0.08
H (-1.251, -0.152, -2.991)  0.09
C (1.840, -1.710, 2.047)  -0.10
N (1.562, -0.913, 1.102)  -0.08
C (2.053, 0.474, 1.350)  -0.14
H (1.396, -2.709, 2.032)  0.06
H (2.675, -1.615, 2.754)  0.07
H (1.150, 1.056, 1.539)  0.07
H (2.490, 0.833, 0.420)  0.06
H (2.781, 0.521, 2.160)  0.06

**Total charge**: 0
**E_tot**: -7725.81732 eV
**Largest force on an atom**: 2.07 eV/A
**Multiplicity**: 1
**Structure (SMILES)**: [H]/N=C/N.C=NC

One molecule with the formula C16H16N4, computed with wB97M-V/def2-TZVPD.

Each line ends with the Löwdin charge.
Positions of all 36 atoms, in Å:
C (1.709, 2.830, -1.511)  0.12
C (0.831, 2.547, -0.756)  -0.13
C (-0.359, 2.272, 0.077)  -0.11
N (-0.236, 0.832, 0.508)  0.02
C (-0.984, -0.186, -0.101)  -0.19
C (-2.045, -0.121, -1.265)  -0.11
N (-1.970, 0.904, -2.314)  -0.12
C (-3.139, 1.175, -3.150)  -0.29
C (-2.736, 2.372, -4.017)  -0.10
N (-0.657, -1.342, 0.438)  0.17
C (0.405, -1.073, 1.254)  -0.16
C (1.302, -1.903, 1.995)  -0.05
C (1.271, -3.346, 1.914)  -0.02
C (2.021, -4.180, 2.685)  -0.10
C (2.932, -3.540, 3.513)  -0.07
C (3.151, -2.139, 3.463)  -0.03
C (2.333, -1.315, 2.775)  -0.31
N (2.558, -0.012, 2.836)  0.12
C (1.646, 0.779, 2.204)  -0.03
C (0.636, 0.299, 1.395)  -0.18
H (2.551, 3.055, -2.091)  0.02
H (-1.242, 2.610, -0.505)  0.12
H (-0.324, 2.977, 0.935)  0.13
H (-3.076, 0.050, -0.869)  0.13
H (-1.976, -1.081, -1.744)  0.10
H (-1.098, 0.801, -2.920)  0.14
H (-3.282, 0.374, -3.866)  0.10
H (-4.044, 1.388, -2.584)  0.11
H (-3.333, 2.515, -4.931)  0.08
H (-1.734, 2.279, -4.388)  0.06
H (-2.907, 3.193, -3.371)  0.05
H (0.640, -3.877, 1.299)  0.08
H (1.845, -5.212, 2.620)  0.09
H (3.649, -4.051, 4.255)  0.12
H (3.911, -1.757, 4.043)  0.09
H (1.751, 1.881, 2.173)  0.12

**Total charge**: 0
**E_tot**: -22808.65618 eV
**Largest force on an atom**: 4.83 eV/A
**Multiplicity**: 1
**Structure (SMILES)**: C#CCn1c(CNCC)nc2c3ccccc3ncc21